{
  "formula": "C13H27N2OZn",
  "method": "the ωB97M-V functional and the def2-TZVPD basis",
  "orbital_gap_ha": 0.197,
  "charge": -1,
  "lumo_energy_ev": 2.91,
  "e_tot_ha": -2475.56115,
  "symbols": ["C", "Zn", "N", "N", "H", "H", "H", "H", "H", "H", "H", "H", "H", "H", "C", "C", "C", "C", "C", "C", "C", "C", "C", "C", "C", "C", "O", "H", "H", "H", "H", "H", "H", "H", "H", "H", "H", "H", "H", "H", "H", "H", "H", "H"],
  "positions_angstrom": [[2.685, -0.277, -1.756], [1.261, -1.513, -1.575], [-0.018, -3.090, -1.249], [-0.073, -0.934, -3.399], [-0.921, -2.621, -1.383], [1.683, -2.938, -2.003], [3.217, -0.379, -0.818], [2.696, 0.760, -1.990], [3.136, -1.132, -2.438], [-0.916, -0.796, -2.820], [-0.160, -1.663, -4.118], [0.154, -0.071, -3.905], [0.154, -3.848, -1.911], [0.139, -3.399, -0.294], [-0.693, -2.494, 2.119], [-1.741, -1.529, 1.548], [-3.070, -1.701, 2.290], [-1.232, -0.095, 1.536], [-1.461, 0.763, 2.596], [-0.896, 2.031, 2.633], [-0.151, 2.502, 1.544], [0.064, 1.710, 0.437], [0.876, 2.282, -0.712], [0.340, 3.635, -1.182], [2.331, 2.469, -0.278], [-0.432, 0.364, 0.432], [-0.204, -0.443, -0.572], [-0.542, -2.289, 3.189], [0.281, -2.379, 1.622], [-1.035, -3.534, 2.018], [-1.922, -1.795, 0.498], [-2.946, -1.581, 3.374], [-3.817, -0.978, 1.938], [-3.459, -2.712, 2.108], [-2.099, 0.432, 3.418], [-1.021, 2.674, 3.516], [0.268, 3.510, 1.550], [0.811, 1.585, -1.550], [0.393, 4.376, -0.377], [0.939, 3.987, -2.028], [-0.701, 3.545, -1.508], [2.749, 1.545, 0.131], [2.945, 2.777, -1.132], [2.392, 3.245, 0.498]],
  "atomic_forces_ev_per_a": [[2.0, -2.0, -0.4], [-0.7, 1.1, -0.2], [-3.1, -0.7, 0.5], [-0.3, 0.1, -0.7], [-0.2, -0.7, 0.5], [2.9, -1.6, -1.3], [0.5, 0.0, 0.4], [0.2, 0.5, -1.0], [0.0, 2.5, 0.6], [0.5, -0.1, -0.6], [-0.3, 0.3, 0.7], [-0.1, -0.3, 0.6], [-0.1, 0.5, 0.4], [-0.3, -0.1, -0.1], [0.1, 0.0, 0.0], [-0.1, 0.3, -0.3], [0.0, -0.1, -0.1], [0.4, 0.2, -0.2], [0.0, 0.0, 0.2], [0.1, 0.8, 0.3], [-0.4, -0.2, 0.6], [-0.2, -0.4, -0.1], [-0.2, 0.0, 0.2], [-0.2, -0.1, -0.1], [0.1, -0.1, 0.0], [0.0, -0.4, -0.4], [-0.9, 0.4, 0.5], [0.0, 0.0, -0.2], [-0.3, 0.0, 0.1], [0.1, 0.1, 0.0], [0.1, 0.0, 0.1], [-0.1, 0.0, -0.2], [0.1, -0.1, 0.1], [0.0, 0.1, 0.1], [0.2, 0.1, -0.1], [-0.1, -0.3, -0.4], [-0.1, -0.2, 0.2], [0.1, -0.1, 0.2], [0.0, 0.0, -0.2], [-0.1, 0.1, 0.1], [0.1, 0.1, 0.0], [-0.1, 0.2, -0.1], [0.0, 0.0, 0.1], [0.0, -0.1, -0.1]],
  "lowdin_charge": [-0.303, 0.305, -0.077, 0.020, 0.021, -0.073, -0.060, -0.074, -0.025, 0.031, 0.035, 0.044, 0.004, 0.015, -0.079, -0.388, -0.097, -0.145, -0.085, -0.126, -0.078, -0.141, -0.388, -0.085, -0.095, -0.288, -0.214, 0.080, 0.071, 0.071, 0.109, 0.065, 0.081, 0.070, 0.094, 0.082, 0.097, 0.101, 0.062, 0.071, 0.077, 0.068, 0.073, 0.074]
}